Computed, not measured: C50H37CuN5O2 as an isolated structure, with ωB97M-V/def2-TZVPD.

Geometry (Å):
Cu 0.105 0.011 -0.230
O 0.200 1.044 -1.982
C -0.906 1.524 -2.597
C -1.990 1.958 -1.563
C -2.668 0.854 -0.798
C -4.056 0.787 -0.729
C -4.660 -0.259 -0.062
C -3.865 -1.243 0.498
C -2.485 -1.124 0.412
C -1.578 -2.197 0.936
C -0.841 -2.921 -0.263
O -0.151 -2.014 -0.980
C -1.878 -3.652 -1.151
C -3.025 -4.295 -0.688
C -3.903 -4.928 -1.565
C -3.646 -4.925 -2.930
C -2.512 -4.272 -3.404
C -1.645 -3.639 -2.524
C 0.099 -3.987 0.370
C 1.463 -3.713 0.357
C 2.373 -4.591 0.934
C 1.935 -5.768 1.531
C 0.576 -6.062 1.532
C -0.331 -5.180 0.951
N -1.912 -0.072 -0.188
C -1.440 0.499 -3.622
C -0.496 -0.262 -4.314
C -0.885 -1.197 -5.258
C -2.238 -1.408 -5.526
C -3.186 -0.667 -4.840
C -2.783 0.284 -3.900
C -0.564 2.830 -3.365
C 0.593 3.510 -3.003
C 0.945 4.697 -3.638
C 0.148 5.219 -4.651
C -1.012 4.545 -5.017
C -1.362 3.363 -4.376
H -1.426 2.560 -0.843
H -2.752 2.588 -2.025
H -4.641 1.563 -1.206
H -5.740 -0.318 0.010
H -4.293 -2.095 1.009
H -0.769 -1.758 1.558
H -2.148 -2.885 1.564
H -3.257 -4.302 0.373
H -4.792 -5.414 -1.178
H -4.330 -5.410 -3.617
H -2.311 -4.238 -4.468
H -0.784 -3.080 -2.870
H 1.784 -2.804 -0.143
H 3.430 -4.348 0.914
H 2.643 -6.452 1.985
H 0.219 -6.986 1.974
H -1.385 -5.438 0.947
H 0.546 -0.120 -4.059
H -0.133 -1.779 -5.778
H -2.546 -2.160 -6.244
H -4.242 -0.832 -5.021
H -3.545 0.865 -3.384
H 1.196 3.072 -2.215
H 1.849 5.216 -3.340
H 0.427 6.140 -5.151
H -1.643 4.938 -5.807
H -2.263 2.839 -4.677
C 4.315 -0.042 -0.737
C 4.851 -0.355 0.514
C 3.977 -0.581 1.569
C 2.590 -0.492 1.372
C 2.029 -0.137 0.154
C 2.939 0.074 -0.896
C 1.651 -0.825 2.482
C 1.982 -1.801 3.493
C 1.063 -2.145 4.420
C -0.215 -1.522 4.416
C -1.256 -1.837 5.325
C -2.448 -1.177 5.260
C -2.650 -0.163 4.285
C -1.670 0.142 3.389
C -0.432 -0.551 3.426
N 0.484 -0.250 2.469
H 4.974 0.121 -1.585
H 5.923 -0.422 0.666
H 4.385 -0.796 2.550
H 2.528 0.350 -1.861
H 2.947 -2.284 3.478
H 1.285 -2.906 5.163
H -1.094 -2.616 6.061
H -3.244 -1.425 5.952
H -3.590 0.372 4.253
H -1.791 0.910 2.633
N -0.579 4.397 4.961
C -0.059 4.049 3.977
N 0.598 3.737 2.894
C 0.183 2.905 1.982
N -0.150 2.201 1.118

Calculated values
**Largest force on an atom**: 1.03 eV/Å
**Multiplicity**: 2
**Net charge**: -2
**HOMO-LUMO gap (alpha / beta)**: 0.2449 / 0.2538 Ha
**⟨S²⟩**: 0.75
**LUMO (alpha / beta)**: 4.296 / 4.296 eV